ORCA calculation (ωB97M-V/def2-TZVPD) on 3 unconnected molecules or ions with the total composition C33H63F3IN4O2S2 at a distorted geometry.

E_HOMO: -10.3321 eV
LUMO: -3.926 eV
Net charge: +1
Maximum force: 1.674 eV/Å
HOMO-LUMO gap: 6.41 eV

CARTESIAN COORDINATES (ANGSTROEM)
C -2.430 2.610 -5.064
C -2.128 2.961 -3.602
C -2.920 2.195 -2.519
C -3.472 0.810 -2.867
C -2.478 -0.351 -2.746
C -1.094 -0.128 -3.344
C -0.134 -1.230 -2.864
C 1.180 -1.329 -3.667
N 2.421 -1.203 -2.894
C 2.490 0.014 -2.067
C 2.224 1.288 -2.845
C 2.225 2.518 -1.947
C 1.187 2.451 -0.817
C 0.626 3.819 -0.441
C 1.659 4.895 -0.073
C 2.099 4.906 1.392
C 2.627 3.570 1.912
C 2.842 -2.337 -2.264
S 4.283 -2.444 -1.491
S 1.845 -3.842 -2.302
C 1.668 -4.146 -0.535
C 0.831 -3.077 0.149
C 0.600 -3.360 1.637
N 1.098 -2.222 2.458
C 2.590 -2.138 2.516
C 3.151 -1.897 3.929
C 2.440 -2.681 5.053
I 3.599 -4.317 5.796
N 1.106 -3.190 4.652
C 0.569 -2.285 3.728
N -0.418 -1.535 4.080
C -1.046 -0.561 3.178
C -2.039 0.320 3.935
C -3.367 -0.400 4.191
F -3.243 -1.756 4.076
F -3.853 -0.125 5.424
F -4.298 -0.016 3.274
H -2.198 3.464 -5.689
H -3.467 2.341 -5.236
H -1.786 1.801 -5.402
H -1.056 2.848 -3.436
H -2.317 4.027 -3.487
H -2.250 2.049 -1.665
H -3.728 2.829 -2.160
H -3.968 0.775 -3.833
H -4.261 0.606 -2.141
H -2.914 -1.203 -3.277
H -2.381 -0.684 -1.711
H -0.710 0.804 -2.939
H -1.103 -0.124 -4.430
H 0.030 -1.071 -1.797
H -0.663 -2.180 -2.953
H 1.171 -2.256 -4.230
H 1.169 -0.545 -4.421
H 1.862 -0.071 -1.176
H 3.506 0.099 -1.693
H 3.032 1.396 -3.571
H 1.299 1.268 -3.415
H 2.083 3.409 -2.557
H 3.224 2.608 -1.511
H 1.622 1.923 0.027
H 0.356 1.835 -1.179
H -0.075 3.733 0.395
H 0.044 4.183 -1.288
H 2.528 4.863 -0.727
H 1.178 5.858 -0.248
H 1.297 5.261 2.035
H 2.915 5.626 1.469
H 3.275 3.087 1.183
H 1.788 2.891 2.074
H 3.162 3.680 2.851
H 2.657 -4.237 -0.089
H 1.152 -5.102 -0.452
H -0.121 -2.961 -0.365
H 1.337 -2.116 0.057
H 1.123 -4.275 1.941
H -0.460 -3.513 1.832
H 3.022 -3.017 2.040
H 2.882 -1.288 1.905
H 4.197 -2.179 3.909
H 3.059 -0.834 4.141
H 2.297 -2.016 5.896
H 1.234 -4.076 4.169
H -0.783 -1.670 5.016
H -0.290 0.055 2.704
H -1.551 -1.100 2.382
H -1.612 0.563 4.906
H -2.242 1.210 3.352
C 0.598 -5.568 8.674
C 1.720 -6.338 9.332
O 2.537 -5.784 10.026
C 1.769 -7.825 9.076
H 0.681 -4.516 8.941
H 0.666 -5.668 7.588
H -0.370 -5.943 9.010
H 1.876 -8.019 8.007
H 0.853 -8.298 9.432
H 2.618 -8.255 9.602
C -4.929 5.899 -7.451
C -3.884 5.007 -8.076
O -2.898 4.663 -7.466
C -4.127 4.565 -9.498
H -4.635 6.143 -6.433
H -5.026 6.821 -8.025
H -5.893 5.388 -7.432
H -4.193 5.434 -10.154
H -5.060 4.002 -9.560
H -3.307 3.932 -9.827